1.
Molecular formula: C17H14ClFN2O2
Method: DFT, ωB97M-V with the def2-TZVPD basis set

Summary:
LUMO (eV): 0.47
Structure (SMILES): CC(=O)N1CC(=O)Nc2ccc(Cl)cc2[C@H]1c1ccc(F)cc1
E (eV): -40172.63664
HOMO-LUMO gap (eV): 9.228
HOMO (eV): -8.76

XYZ file:
```
37
C17H14ClFN2O2 (ωB97M-V with the def2-TZVPD basis set)
C -1.42897 -2.42238 -2.18295
C -0.41533 -2.79411 -1.12705
O -0.25348 -3.94237 -0.76641
N 0.33231 -1.78052 -0.60134
C 1.25376 -2.10604 0.45743
C 1.07568 -1.39738 1.77881
O 1.90775 -1.51516 2.65228
N -0.06431 -0.69186 2.05976
C -1.10098 -0.12499 1.32522
C -2.21760 0.30850 2.04486
C -3.27303 0.94506 1.42679
C -3.21631 1.17643 0.06105
Cl -4.51873 1.98255 -0.73646
C -2.11598 0.76159 -0.66885
C -1.05559 0.11189 -0.05326
C 0.10658 -0.37111 -0.88720
C 1.38278 0.42665 -0.69390
C 2.49789 0.07357 -1.44924
C 3.68942 0.75927 -1.31910
C 3.75196 1.81534 -0.42672
F 4.90721 2.49319 -0.29513
C 2.65614 2.19891 0.32216
C 1.47053 1.49828 0.18245
H -2.15930 -1.72030 -1.78754
H -1.93792 -3.33243 -2.48895
H -0.94298 -1.98548 -3.05287
H 1.12326 -3.17878 0.65798
H 2.29485 -1.96074 0.14680
H -0.10308 -0.46454 3.04895
H -2.25211 0.13784 3.11069
H -4.12955 1.26465 1.99775
H -2.07666 0.95773 -1.72955
H -0.16467 -0.27534 -1.94487
H 2.43014 -0.75064 -2.14446
H 4.55977 0.48988 -1.89575
H 2.73573 3.03136 1.00261
H 0.60981 1.80381 0.75702
```

Atom charges from the Mulliken analysis, given in e for atoms 1 to 5: number 1, C, carries -1.11; number 2, C, carries 1.01; number 3, O, carries -0.67; number 4, N, carries 0.05; number 5, C, carries -0.71


2.
Molecular formula: C17H14ErF8N6O2S
Method: DFT, ωB97M-V with the def2-TZVPD basis set

Summary:
LUMO (spin up / spin down) (eV): -3.29 / -3.29
E (eV): -91084.28020
HOMO-LUMO gap (spin up / spin down) (eV): 8.541 / 8.540
Net charge: +1
HOMO (spin up / spin down) (eV): -11.83 / -11.83
Spin multiplicity: 4

XYZ file:
```
49
C17H14ErF8N6O2S (ωB97M-V with the def2-TZVPD basis set)
Er 1.42627 -0.30578 -0.49836
N 4.13197 -0.15202 -0.72739
C 4.28184 -1.21389 -1.77267
C 2.83074 -1.56140 -1.87542
O 2.33838 -2.23314 -0.90998
O 2.07780 -0.81120 -2.55972
H 4.39466 0.75252 -1.09521
H 4.72723 -0.34398 0.06672
H 4.85893 -2.05707 -1.40952
H 4.69096 -0.83738 -2.70293
C -2.74491 3.68844 -0.30531
C -1.30898 3.80541 -0.66031
N -0.63035 4.90415 -0.75950
N 0.64452 4.47795 -1.07129
C 0.76905 3.16316 -1.16715
S 2.12160 2.22447 -1.55628
N -0.48369 2.72499 -0.91102
N -0.77216 1.35995 -0.87930
H -3.14653 4.68723 -0.15619
H -2.87099 3.12819 0.62330
H -3.31139 3.19466 -1.09611
H 1.38440 5.15059 -1.18707
H -1.31962 1.16519 -0.04743
H -1.31109 1.10748 -1.70164
F -4.39838 -4.38212 -2.40425
C -4.12650 -4.08269 -1.12922
F -3.89509 -5.22528 -0.46513
F -5.20596 -3.49714 -0.59041
C -2.92029 -3.17226 -1.01731
C -2.13523 -2.88766 -2.11627
C -1.03155 -2.07361 -1.94354
N -0.71393 -1.54273 -0.75830
C -1.47911 -1.82746 0.30691
C -2.59026 -2.63904 0.21796
H -2.36244 -3.29192 -3.09216
H -0.36760 -1.84793 -2.76885
H -1.17941 -1.39322 1.25243
H -3.17803 -2.85081 1.10142
F 0.85987 2.78269 1.87145
C 1.02507 1.57740 2.47622
C 1.11396 0.40893 1.76590
C 1.24100 -0.72177 2.51505
F 1.30702 -1.92596 1.83853
C 1.30306 -0.77667 3.89162
F 1.43315 -1.91272 4.56869
C 1.21599 0.43086 4.56186
F 1.25895 0.45487 5.88682
C 1.07252 1.61802 3.85693
F 0.97454 2.75969 4.53344
```

Atom charges from the Mulliken analysis, given in e for atoms 1 to 5: number 1, Er, carries 0.68; number 2, N, carries -0.44; number 3, C, carries -0.66; number 4, C, carries 1.04; number 5, O, carries -0.53


3.
Molecular formula: C17H14F3N5O2RuS2
Method: DFT, ωB97M-V with the def2-TZVPD basis set

Summary:
LUMO (spin up / spin down) (eV): -0.49 / -3.95
E (eV): -61799.03579
HOMO-LUMO gap (spin up / spin down) (eV): 3.496 / 3.683
HOMO (spin up / spin down) (eV): -3.98 / -7.64
Spin multiplicity: 5

XYZ file:
```
44
C17H14F3N5O2RuS2 (ωB97M-V with the def2-TZVPD basis set)
Ru -1.29989 -2.35871 -0.80799
N 1.71206 6.66550 1.04249
C 1.19828 5.37534 1.07354
C 1.88794 4.36562 1.86160
C 1.51717 3.03728 1.80374
C 0.46371 2.70700 0.96778
C -0.30593 3.67712 0.26548
C 0.04344 4.99836 0.35345
S 0.66075 0.40640 -0.53378
O 0.90751 1.55592 -1.45015
O 0.06777 1.41065 0.85784
N -0.74517 -0.41957 -0.77196
C -1.97167 0.12513 -0.78143
N -2.86257 -0.89572 -0.77787
C -4.16488 -0.57385 -0.87863
C -4.57106 0.73197 -1.12895
C -3.58601 1.70821 -1.14877
N -2.30190 1.42876 -0.83968
H 2.40799 6.83868 1.72760
H 1.06107 7.43177 0.97933
H 2.76909 4.65717 2.44914
H 2.17732 2.35511 2.31037
H -1.07379 3.39399 -0.45012
H -0.51015 5.72520 -0.10705
H -4.80427 -1.42086 -0.68737
H -5.56904 1.03376 -1.30736
H -3.77596 2.77339 -1.26590
F 1.34447 -7.01278 1.44754
C 1.55396 -5.74537 1.85812
F 0.66663 -5.49296 2.87686
F 2.84195 -5.72117 2.47627
C 1.59181 -4.71261 0.73382
C 2.86679 -4.18314 0.35138
C 2.90257 -3.13660 -0.54820
C 1.73453 -2.61583 -1.05719
N 0.55279 -3.08658 -0.60773
C 0.41448 -4.14883 0.19384
S -1.27732 -4.62562 0.36571
H 3.76135 -4.61569 0.76443
H 3.86367 -2.65737 -0.81017
H 1.71763 -1.86863 -1.84802
C -1.33198 -2.43303 -2.62944
H -1.98982 -1.72038 -3.12695
H -0.54533 -2.95704 -3.19562
```

Atom charges from the Mulliken analysis, given in e for atoms 1 to 5: number 1, Ru, carries 0.64; number 2, N, carries -0.47; number 3, C, carries 0.81; number 4, C, carries -0.32; number 5, C, carries -0.72


4.
Molecular formula: C17H14N2O
Method: DFT, ωB97M-V with the def2-TZVPD basis set

Summary:
LUMO (eV): -0.45
Structure (SMILES): N#Cc1ccc(C2=NO[C@H](Cc3ccccc3)C2)cc1
E (eV): -22880.47401
HOMO-LUMO gap (eV): 8.374
HOMO (eV): -8.83

XYZ file:
```
34
C17H14N2O (ωB97M-V with the def2-TZVPD basis set)
N 2.02557 -4.47301 -3.52746
C 1.61335 -4.00151 -2.56322
C 1.37213 -3.16269 -1.38112
C 0.24659 -3.22452 -0.60795
C 0.04690 -2.35980 0.46003
C 1.03132 -1.35070 0.72804
C 0.79684 -0.26043 1.70934
N -0.14096 -0.29777 2.58673
O -0.16588 0.95751 3.15637
C 0.52974 1.79071 2.19066
C -0.41979 2.64085 1.25675
C -1.13433 2.01360 0.10344
C -1.03600 2.52964 -1.21306
C -1.83312 1.96799 -2.25331
C -2.70917 0.93521 -1.98119
C -2.79725 0.38655 -0.67057
C -2.01280 0.93537 0.38277
C 1.56661 0.90886 1.58303
C 2.30541 -1.50804 0.10867
C 2.42550 -2.28168 -0.92124
H -0.41564 -4.03870 -0.97378
H -0.81033 -2.59878 1.08767
H 0.96340 2.60914 2.81533
H 0.17415 3.45247 0.90297
H -1.30021 2.99008 1.89203
H -0.43315 3.45506 -1.34538
H -1.71409 2.45486 -3.22889
H -3.27308 0.48468 -2.78670
H -3.57168 -0.43437 -0.41188
H -2.11798 0.51520 1.41554
H 2.52423 0.97395 2.14300
H 1.78467 1.19869 0.52689
H 3.17718 -0.92361 0.34137
H 3.30188 -2.28483 -1.52488
```

Atom charges from the Mulliken analysis, given in e for atoms 1 to 5: number 1, N, carries -0.48; number 2, C, carries -0.09; number 3, C, carries 0.44; number 4, C, carries -0.43; number 5, C, carries -0.56


5.
Molecular formula: C17H15Cl16NO2
Method: DFT, ωB97M-V with the def2-TZVPD basis set

Summary:
LUMO (eV): -0.45
Structure (SMILES): C[N+](=O)[O-].ClC(Cl)(Cl)Cl.ClC(Cl)(Cl)Cl.ClC(Cl)(Cl)Cl.ClC(Cl)(Cl)Cl.c1ccccc1.c1ccccc1
E (eV): -223810.56993
HOMO-LUMO gap (eV): 8.541
HOMO (eV): -8.99

XYZ file:
```
51
C17H15Cl16NO2 (ωB97M-V with the def2-TZVPD basis set)
C 11.65689 13.93616 4.88349
N 10.29993 14.51314 5.02813
O 9.32612 13.76283 5.00083
O 10.14978 15.73316 5.13616
H 12.33705 14.13438 5.71185
H 12.07293 14.33800 3.95962
H 11.60909 12.85604 4.74508
Cl 8.42563 15.58617 9.24123
C 8.58022 13.74658 9.31999
Cl 9.06782 12.96276 7.83013
Cl 9.91636 13.45527 10.54158
Cl 7.04549 13.00501 9.88649
Cl 13.60775 15.25414 7.89999
C 13.76146 13.83086 8.86620
Cl 13.63626 14.16981 10.63713
Cl 12.46081 12.73489 8.39162
Cl 15.37031 13.06611 8.72520
Cl 16.60847 17.24545 3.33810
C 16.37607 15.51617 3.84038
Cl 16.30889 15.25173 5.61530
Cl 14.82765 15.04638 3.08151
Cl 17.82399 14.53589 3.24649
Cl 14.28643 8.96728 2.25982
C 14.70137 10.26129 3.44870
Cl 16.17374 11.04829 2.96530
Cl 13.43547 11.49885 3.47195
Cl 14.84279 9.70486 5.04789
C 9.07818 8.44032 2.66339
C 7.78889 8.98857 2.57819
C 7.50769 10.34570 2.41547
C 8.66727 11.17912 2.36511
C 9.95955 10.59734 2.51969
C 10.17013 9.28175 2.58275
H 9.21860 7.37854 2.80238
H 6.89835 8.37786 2.55916
H 6.47821 10.66758 2.36089
H 8.61728 12.25090 2.24185
H 10.81864 11.24620 2.43406
H 11.22184 9.04437 2.64572
C 7.05194 16.05480 2.93097
C 6.83306 15.50059 4.15403
C 5.57046 15.07596 4.56004
C 4.56492 15.12075 3.57879
C 4.76520 15.71527 2.37796
C 6.02944 16.23546 2.05633
H 8.03910 16.46218 2.76989
H 7.63365 15.44045 4.87640
H 5.32801 14.66178 5.52755
H 3.53244 14.94027 3.83922
H 3.98789 15.74777 1.62887
H 6.10706 16.58567 1.03764
```

Atom charges from the Mulliken analysis, given in e for atoms 1 to 5: number 1, C, carries -0.55; number 2, N, carries 0.92; number 3, O, carries -0.43; number 4, O, carries -0.57; number 5, H, carries 0.06


6.
Molecular formula: C17H15Cl3CoFNO2P
Method: DFT, ωB97M-V with the def2-TZVPD basis set

Summary:
LUMO (spin up / spin down) (eV): -0.96 / -0.94
E (eV): -110658.05367
HOMO-LUMO gap (spin up / spin down) (eV): 8.550 / 8.547
HOMO (spin up / spin down) (eV): -9.51 / -9.49

XYZ file:
```
41
C17H15Cl3CoFNO2P (ωB97M-V with the def2-TZVPD basis set)
Co 0.54966 -0.69198 1.21819
N 6.90047 0.35530 -2.11390
C 5.88663 0.21918 -1.58870
C 4.61977 0.04937 -0.93584
C 3.88332 -1.11553 -1.13216
C 2.65453 -1.26759 -0.51158
C 2.14765 -0.26676 0.31460
C 2.89941 0.88602 0.51445
C 4.12629 1.05168 -0.10337
H 4.27151 -1.89144 -1.77827
H 2.08610 -2.17210 -0.68717
H 2.54718 1.65782 1.18696
H 4.71033 1.94795 0.05695
Cl -2.10998 -4.18577 -0.30319
C -1.30565 -3.25402 -1.56775
Cl 0.01650 -4.21643 -2.27206
Cl -2.47536 -2.84073 -2.82097
C -0.63219 -1.96065 -1.00825
O -0.48567 -1.01369 -1.75232
O -0.25191 -2.06566 0.21168
F 0.81367 -0.18105 2.91130
C -0.01689 1.89233 -0.98305
P -0.38492 1.12877 0.60694
C -0.17111 2.41604 1.85984
C -2.12704 0.66425 0.65305
C -2.68891 0.36716 1.89619
C -3.99812 -0.08022 1.97504
C -4.74583 -0.24170 0.81699
C -4.18468 0.03894 -0.42136
C -2.87590 0.48804 -0.50913
H -0.04137 1.13148 -1.75902
H 0.98013 2.32677 -0.93652
H -0.74563 2.67891 -1.18493
H -0.94284 3.17657 1.73767
H 0.80772 2.87918 1.74719
H -0.22337 1.96376 2.84704
H -2.09930 0.46614 2.80142
H -4.42993 -0.31169 2.93983
H -5.76578 -0.59853 0.87903
H -4.76210 -0.10325 -1.32524
H -2.43639 0.67314 -1.47955
```

Atom charges from the Mulliken analysis, given in e for atoms 1 to 5: number 1, Co, carries -0.03; number 2, N, carries -0.51; number 3, C, carries -0.03; number 4, C, carries 0.55; number 5, C, carries -0.89


7.
Molecular formula: C17H15ClF17NO
Method: DFT, ωB97M-V with the def2-TZVPD basis set

Summary:
LUMO (eV): 0.50
Structure (SMILES): CC[C@@H](Cl)[C@@H]1C[C@H](CCC(F)(F)C(F)(F)C(F)(F)C(F)(F)C(F)(F)C(F)(F)C(F)(F)C(F)(F)F)NC1=O
E (eV): -80130.42938
HOMO-LUMO gap (eV): 10.595
HOMO (eV): -10.10

XYZ file:
```
52
C17H15ClF17NO (ωB97M-V with the def2-TZVPD basis set)
C -4.94448 -2.07838 2.08223
C -4.75907 -2.87458 0.77742
C -4.29320 -2.06970 -0.44396
Cl -5.17928 -0.52012 -0.60240
C -2.78189 -1.82465 -0.42455
C -2.17787 -0.67699 -1.25139
C -0.71750 -1.12355 -1.25744
C 0.26984 -0.36209 -2.14691
C 1.58465 -0.10014 -1.39797
C 2.61467 0.61108 -2.23624
F 2.70591 0.01093 -3.46053
F 2.26958 1.91030 -2.44700
C 4.08070 0.61518 -1.71520
F 4.51250 -0.65545 -1.67330
F 4.80331 1.29398 -2.63251
C 4.49645 1.30480 -0.35906
F 5.83713 1.13312 -0.32674
F 4.24553 2.62077 -0.44528
C 3.96834 0.72146 1.02348
F 3.61193 -0.55808 0.79038
F 5.01642 0.71711 1.85504
C 2.77004 1.37893 1.88747
F 3.23660 1.52903 3.13569
F 1.77093 0.47405 1.90643
C 2.14062 2.74995 1.50557
F 3.06821 3.69524 1.68563
F 1.76969 2.74255 0.20524
C 0.86502 3.13149 2.36508
F 0.93113 4.44715 2.62173
F 0.85062 2.46832 3.52993
C -0.50282 2.87811 1.65373
F -0.56385 1.65279 1.12871
F -0.69410 3.75226 0.68548
F -1.47184 2.99490 2.53427
N -0.79885 -2.57349 -1.56234
C -2.00951 -3.02516 -0.98291
O -2.37713 -4.15390 -0.97621
H -6.00257 -1.92005 2.30192
H -4.45112 -1.10445 2.04702
H -4.52216 -2.62887 2.92874
H -4.00371 -3.65238 0.93453
H -5.68251 -3.39919 0.52162
H -4.55319 -2.64200 -1.33844
H -2.45620 -1.69236 0.62029
H -2.55834 -0.77525 -2.27898
H -2.38665 0.33173 -0.89770
H -0.37436 -1.08435 -0.21353
H 0.48100 -0.95288 -3.04228
H -0.18431 0.58385 -2.45638
H 1.35475 0.49950 -0.51771
H 2.00902 -1.05691 -1.07448
H -0.81806 -2.74360 -2.56619
```

Atom charges from the Mulliken analysis, given in e for atoms 1 to 5: number 1, C, carries -1.11; number 2, C, carries -0.63; number 3, C, carries -0.14; number 4, Cl, carries -0.20; number 5, C, carries 0.20


8.
Molecular formula: C17H15ClF2N2O3S
Method: DFT, ωB97M-V with the def2-TZVPD basis set

Summary:
LUMO (eV): -0.05
Structure (SMILES): COc1cc([C@H]2CC(c3cccs3)=NN2C(=O)CCl)ccc1OC(F)F
E (eV): -55787.03948
HOMO-LUMO gap (eV): 8.244
HOMO (eV): -8.29

XYZ file:
```
41
C17H15ClF2N2O3S (ωB97M-V with the def2-TZVPD basis set)
C 0.81577 2.94422 0.91824
O 1.32604 2.20203 1.99866
C 1.29997 0.85069 1.94727
C 0.72286 0.12949 0.90609
C 0.74145 -1.25756 0.87811
C 0.10592 -1.97857 -0.28224
C -1.42618 -1.85117 -0.31018
C -1.64920 -1.05414 -1.57667
C -2.93014 -0.62280 -2.02497
C -3.23278 0.12971 -3.13447
C -4.60934 0.36880 -3.27101
C -5.34358 -0.19687 -2.27333
S -4.36953 -1.03650 -1.14055
N -0.56198 -0.80129 -2.21433
N 0.48672 -1.32909 -1.55078
C 1.77320 -1.19323 -1.94921
O 2.69313 -1.72376 -1.36576
C 1.94844 -0.30779 -3.16968
Cl 1.64515 1.37274 -2.67024
C 1.33416 -1.95423 1.91696
C 1.89154 -1.25672 2.97087
C 1.88223 0.12803 2.99921
O 2.50133 0.66490 4.13664
C 2.49493 1.95765 4.47118
F 1.25360 2.49376 4.56141
F 3.18993 2.75514 3.62589
H 1.32426 2.69539 -0.01780
H 1.01036 3.98488 1.17071
H -0.26268 2.79520 0.80333
H 0.26620 0.66512 0.08864
H 0.44696 -3.01723 -0.30448
H -1.93120 -2.81613 -0.36875
H -1.80869 -1.31784 0.56140
H -2.47667 0.48819 -3.80756
H -5.04172 0.93764 -4.07425
H -6.40595 -0.17110 -2.13326
H 1.22613 -0.54824 -3.94807
H 2.97389 -0.36901 -3.53014
H 1.36685 -3.03171 1.90427
H 2.35953 -1.77184 3.79364
H 2.96907 2.04325 5.46521
```

Atom charges from the Mulliken analysis, given in e for atoms 1 to 5: number 1, C, carries -0.84; number 2, O, carries -0.48; number 3, C, carries 0.79; number 4, C, carries 0.28; number 5, C, carries -0.24